No. 1
Density functional theory data (ωB97M-V/def2-TZVPD) for an isolated molecule of C5H8O.

LUMO (hartree): 0.0453
HOMO level (eV): -9.68
Energy above the lowest of the compared OMol25 structures with the same formula, charge and spin (kJ/mol): 251.74

ORCA input file:
```
! wB97M-V def2-TZVPD RIJCOSX def2/J DEFGRID3
* xyz 0 1
C -1.49 -0.32 -0.25
C -1.32 1.14 -0.41
C -0.29 0.38 0.35
C 0.90 -0.19 -0.28
C 2.01 -0.59 0.55
O 1.09 -1.57 0.16
H -1.42 -0.95 -1.15
H -2.17 -0.70 0.49
H -1.93 1.76 0.22
H -1.03 1.49 -1.39
H -0.25 0.53 1.43
H 1.00 -0.10 -1.36
H 2.97 -0.63 0.07
H 1.92 -0.26 1.58
*
```

No. 2
Density functional theory data (ωB97M-V/def2-TZVPD) for a 2-piece molecular cluster, C2H5F2N2P overall.

LUMO (spin up / spin down) (hartree): -0.0698 / -0.0248
HOMO level (spin up / spin down) (eV): -9.67 / -9.39
Energy above the lowest of the compared OMol25 structures with the same formula, charge and spin (kJ/mol): 346.33

ORCA input file:
```
! wB97M-V def2-TZVPD RIJCOSX def2/J DEFGRID3
* xyz 0 1
C -2.10 1.31 -0.88
C 3.64 -0.27 -0.72
N -1.15 1.27 0.14
N 2.56 -0.78 -0.99
F 1.47 2.06 -0.46
F 0.78 1.27 1.63
P 0.37 0.94 0.10
H -3.02 1.71 -0.46
H -1.80 1.75 -1.73
H 4.69 -0.71 -0.91
H 3.67 0.66 0.00
H -2.41 0.30 -1.08
*
```